1.
# C25H18BaNO7PS

A molecular structure, C25H18BaNO7PS (ωB97M-V with the def2-TZVPD basis set, OMol25).

For the LUMO energy, the calculation gives -0.2 eV. For the HOMO energy, the calculation gives -8.8 eV.

Structure (XYZ):
```
54
Properties=species:S:1:pos:R:3:forces:R:3:mulliken_charge:R:1
Ba 0.54425 -0.23542 2.46554 -0.7 0.3 -0.1 1.969
O -3.45719 -3.72353 1.94819 0.1 0.0 0.0 -0.456
C -2.53529 -2.80488 2.26229 0.0 0.1 0.0 0.167
O -2.33547 -1.81349 1.60531 0.0 0.0 0.0 -0.462
C -1.76748 -3.13277 3.50181 0.1 0.0 0.1 0.320
C -1.73673 -4.37665 4.10161 -0.1 0.0 0.0 -0.421
C -0.86223 -4.55904 5.17146 0.0 0.0 0.0 -0.421
C -0.07011 -3.50829 5.59113 -0.1 0.0 0.0 -0.465
C -0.21145 -2.27276 4.95744 0.0 -0.2 0.4 0.862
N -1.04534 -2.10637 3.94476 0.4 0.3 -0.3 -0.380
C 0.65077 -1.06699 5.38438 0.1 -0.1 0.2 0.037
O 1.67268 -1.32753 6.00689 0.0 -0.1 0.1 -0.684
O 0.23619 0.05918 4.96831 0.1 0.0 -0.3 -0.862
H -3.87286 -3.44487 1.11973 0.0 0.0 -0.1 0.363
H -2.35496 -5.18084 3.73025 0.0 0.0 0.0 0.466
H -0.79278 -5.52570 5.65247 0.0 0.0 0.0 0.429
H 0.65553 -3.60471 6.38557 0.0 0.0 0.0 0.499
O 3.42349 -2.36108 0.07708 0.0 0.0 0.0 -0.776
S 2.52290 -1.25357 0.19041 0.1 0.0 -0.8 1.483
O 2.85601 -0.30994 1.27286 -0.2 0.1 0.2 -0.859
O 1.09801 -1.63224 0.26674 -0.1 0.1 0.2 -0.747
C 2.66315 -0.28628 -1.31534 0.1 -0.2 0.1 0.357
C 3.71560 -0.64966 -2.14483 0.1 0.0 0.0 -0.675
C 3.95415 0.02726 -3.32981 0.0 0.0 0.0 -0.581
C 3.12755 1.07836 -3.68593 0.0 0.0 0.0 -0.866
C 2.07333 1.43551 -2.85976 0.0 0.0 0.0 -0.026
C 1.81188 0.76978 -1.66086 -0.1 0.2 -0.2 0.123
P 0.33489 1.31073 -0.68380 0.3 -0.2 0.3 0.166
C -1.03799 0.50268 -1.57385 0.0 -0.1 0.0 0.838
C -2.34288 0.93082 -1.32561 0.0 0.0 0.0 -0.621
C -3.41735 0.28983 -1.91971 0.0 0.0 0.0 -0.683
C -3.20321 -0.79955 -2.75379 0.0 0.0 0.0 -0.548
C -1.91105 -1.24456 -2.98698 0.0 0.0 0.0 -0.626
C -0.83169 -0.59776 -2.40068 0.0 0.0 0.0 -0.346
C 0.18070 3.07057 -1.15636 -0.1 0.0 -0.1 0.131
C -0.56368 3.51915 -2.24700 0.0 0.0 0.0 -0.050
C -0.62799 4.87242 -2.54379 0.0 0.0 0.0 -0.711
C 0.05425 5.79181 -1.75898 0.0 0.0 0.0 -0.452
C 0.79639 5.35534 -0.67137 0.0 0.0 0.0 -0.617
C 0.85117 4.00316 -0.36791 0.0 0.0 0.0 -0.618
H 4.34418 -1.47524 -1.84250 0.0 0.0 0.0 0.555
H 4.77983 -0.26833 -3.96316 0.0 0.0 0.0 0.388
H 3.29305 1.62419 -4.60572 0.0 0.0 0.0 0.425
H 1.44198 2.25961 -3.16119 0.0 0.0 0.0 0.362
H -2.51978 1.77724 -0.67100 0.0 0.0 0.0 0.485
H -4.42410 0.63889 -1.72909 0.0 0.0 0.0 0.418
H -4.04265 -1.30018 -3.21890 0.0 0.0 0.0 0.398
H -1.73743 -2.09805 -3.62947 0.0 0.0 0.0 0.414
H 0.17279 -0.95534 -2.58323 0.0 0.0 0.0 0.341
H -1.09755 2.80793 -2.86454 0.0 0.0 0.0 0.423
H -1.21048 5.20889 -3.39184 0.0 0.0 0.0 0.403
H 0.00350 6.84728 -1.99250 0.0 0.0 0.0 0.384
H 1.32577 6.06824 -0.05294 0.0 0.0 0.0 0.397
H 1.42571 3.66677 0.48819 0.0 0.0 0.0 0.345
```
Forces are in eV/Å.

***

2.
# C6H11F3O3Si

2 unconnected molecules or ions with the total composition C6H11F3O3Si at a distorted geometry (ωB97M-V with the def2-TZVPD basis set, OMol25).

For the LUMO energy, the calculation gives 0.5 eV. For the HOMO energy, the calculation gives -8.2 eV.

Structure (XYZ):
```
24
Properties=species:S:1:pos:R:3:forces:R:3:mulliken_charge:R:1
C 2.03811 -1.91377 -0.48316 3.1 -0.7 -1.9 -0.418
C 0.80853 -1.63938 -0.20909 -2.5 3.6 1.0 -0.234
C 2.23728 2.16880 0.91439 -2.4 3.1 2.7 -0.504
C -1.29458 0.82270 -2.46501 4.7 0.9 -0.3 -0.552
C -1.94541 0.42981 2.06579 0.3 -3.8 0.3 -0.533
C -0.35681 -2.52028 -0.13643 -0.6 -0.3 -2.6 0.590
O 1.09211 2.06226 0.10355 -1.2 -0.4 -1.6 -0.296
O -1.15245 1.09210 -1.09651 -0.4 0.6 1.5 -0.226
O -0.73121 0.97272 1.64796 1.0 0.7 -0.9 -0.238
F -1.44709 -1.94604 -0.85749 1.0 -0.4 0.9 -0.270
F -0.78927 -2.74744 1.07264 -0.5 -0.1 1.2 -0.233
F -0.23194 -3.74353 -0.75133 0.2 0.4 0.4 -0.291
Si -0.17254 1.05463 0.13437 2.0 -2.6 0.2 0.674
H 2.79361 -1.02372 -0.60300 -1.2 -2.1 0.4 0.129
H 2.35557 -2.98660 -0.83704 -0.3 2.0 0.9 0.245
H 2.50072 3.33633 0.91351 -0.3 -2.7 0.2 0.193
H 3.00852 1.58911 0.53070 1.5 -1.0 -0.5 0.237
H 1.83301 1.84181 1.94653 1.6 0.6 -1.2 0.246
H -1.86908 1.61626 -2.83338 -0.7 1.0 -1.0 0.270
H -1.77177 -0.09038 -2.56119 -0.7 -1.9 -0.5 0.265
H -0.15698 0.83220 -2.93415 -3.1 -0.2 0.7 0.250
H -2.68881 1.10000 1.81137 -1.8 1.4 -0.1 0.304
H -1.87606 0.25470 3.20087 -0.3 0.0 -1.9 0.186
H -2.18345 -0.56227 1.42612 0.5 1.9 1.9 0.205
```
Forces are in eV/Å.

***

3.
# C53H51ClF7N2O2S

8 unconnected molecules or ions with the total composition C53H51ClF7N2O2S at a distorted geometry (ωB97M-V with the def2-TZVPD basis set, OMol25).

For the LUMO energy, the calculation gives -4.2 eV. Its total charge is +1. For the HOMO energy, the calculation gives -10.4 eV.

Structure (XYZ):
```
117
Properties=species:S:1:pos:R:3:forces:R:3:mulliken_charge:R:1
O -1.79350 4.28027 1.14199 -0.7 0.7 0.4 -0.544
C -1.17481 3.32183 0.81485 0.3 -0.3 -0.4 0.444
O -0.99830 2.25899 1.63699 -0.3 -0.6 -0.2 -0.430
C -0.55397 3.17070 -0.54747 0.4 0.0 0.5 -0.429
C 0.55587 2.12035 -0.64793 0.3 0.1 -0.7 -0.675
C 0.18222 0.85080 -1.45588 -0.5 0.3 0.3 -1.630
C -0.35225 -0.26010 -0.60157 -0.3 -0.4 0.2 -0.429
C -1.70690 -0.43276 -0.32911 0.2 -0.1 0.1 1.334
S -2.90453 0.61989 -0.99553 0.0 0.4 -0.3 -0.124
C -2.09584 -1.51766 0.49872 -0.3 0.0 0.1 -0.490
N -1.28293 -2.35585 1.06594 0.5 0.2 -0.3 -1.297
N 0.00349 -2.14717 0.78080 -0.2 -0.2 0.1 0.548
C 0.50373 -1.20411 -0.00491 0.1 0.6 -0.2 0.781
C 1.97744 -1.14563 -0.23714 0.2 -0.3 -0.3 0.359
C 2.79453 -2.29916 0.32856 -0.3 0.4 0.4 -1.561
C 4.29500 -2.12812 0.15491 0.1 -0.7 0.3 -0.346
Cl 4.95695 -1.15698 1.50266 -0.1 0.4 -0.2 -0.297
H -1.69643 2.30357 2.30741 0.3 0.3 0.3 0.353
H -1.37799 2.98800 -1.23479 -0.1 0.0 -0.1 0.023
H -0.18016 4.16187 -0.79394 0.0 0.0 -0.1 0.424
H 0.94255 1.86883 0.33603 0.0 -0.1 0.1 0.584
H 1.38364 2.57966 -1.18567 0.1 0.0 0.0 0.478
H 1.02709 0.52964 -2.05743 0.1 -0.2 0.1 0.085
H -0.60672 1.12600 -2.15669 0.1 0.0 -0.2 0.856
H -3.96115 0.21380 -0.28006 0.1 -0.2 0.1 0.182
H -3.14709 -1.68378 0.68945 0.0 -0.1 0.1 0.382
H 0.64069 -2.79543 1.22668 -0.1 -0.1 0.0 0.319
H 2.10805 -1.12196 -1.31931 0.1 0.0 -0.1 0.167
H 2.36223 -0.18728 0.11765 0.0 0.1 0.1 0.407
H 2.62579 -2.34667 1.40865 0.0 -0.2 0.1 0.600
H 2.46825 -3.25354 -0.08938 0.1 0.0 -0.2 0.498
H 4.74221 -3.11247 0.26434 0.2 0.0 -0.1 0.391
H 4.61991 -1.68925 -0.78419 -0.2 0.0 0.2 0.022
F 7.26287 -7.32812 2.98884 0.0 0.0 -0.1 -0.327
C 6.43962 -6.39692 3.50145 -0.1 0.1 0.1 0.148
C 5.75225 -6.68679 4.66379 0.0 -0.1 0.1 -0.424
C 4.90505 -5.72552 5.19466 0.0 0.1 -0.1 -0.375
C 4.75046 -4.50095 4.55811 0.0 0.0 0.0 -0.750
C 5.44902 -4.23456 3.38787 0.0 -0.1 0.0 0.121
C 6.30639 -5.18601 2.85182 0.0 0.0 -0.1 -0.567
H 5.88398 -7.65014 5.13833 0.0 0.0 0.0 0.534
H 4.36579 -5.93428 6.10867 0.0 0.0 0.0 0.389
H 4.08774 -3.75431 4.97623 0.0 0.0 0.0 0.419
H 5.32750 -3.28250 2.88780 0.1 0.0 0.1 0.373
H 6.86885 -4.99652 1.94650 0.0 0.0 0.0 0.486
F 9.96789 -0.62175 -1.78207 0.0 0.0 0.0 -0.290
C 9.86711 -0.92953 -0.47192 0.0 0.0 0.1 0.464
C 8.62135 -0.91423 0.11986 -0.2 0.0 -0.1 0.030
C 8.51430 -1.23375 1.46461 0.1 0.0 0.1 -0.207
C 9.64749 -1.55399 2.19932 0.0 0.0 0.0 -0.790
C 10.89188 -1.55873 1.58262 -0.1 0.0 0.0 -0.295
C 11.00838 -1.24878 0.23462 0.1 0.0 0.0 -0.547
H 7.74972 -0.65378 -0.46692 0.0 0.0 0.0 0.172
H 7.54186 -1.22945 1.93360 0.1 0.0 0.0 0.288
H 9.56098 -1.79990 3.24901 0.0 0.0 0.0 0.413
H 11.77773 -1.80447 2.15210 0.0 0.0 0.0 0.378
H 11.96712 -1.25350 -0.26581 0.0 0.0 0.0 0.426
F -3.58883 3.57027 -2.58601 0.0 0.0 0.0 -0.296
C -4.52476 4.39239 -2.03222 -0.1 0.1 0.1 0.381
C -5.44031 5.01621 -2.85119 0.0 0.0 -0.2 -0.624
C -6.38930 5.84394 -2.26828 0.1 0.1 0.2 -0.309
C -6.40201 6.03634 -0.89263 0.0 0.0 0.0 -0.484
C -5.46505 5.39700 -0.09180 -0.1 0.0 -0.1 -0.586
C -4.51683 4.56305 -0.66510 0.1 -0.2 0.1 0.096
H -5.41025 4.85542 -3.92056 0.0 0.0 0.0 0.454
H -7.12048 6.33780 -2.88943 0.0 0.0 0.0 0.350
H -7.14394 6.68438 -0.44553 0.0 0.0 0.0 0.409
H -5.46857 5.54901 0.97900 0.0 0.0 0.0 0.400
H -3.77519 4.05187 -0.06887 0.0 0.1 0.0 0.176
F -8.70646 4.59510 -3.52133 -0.1 -0.1 -0.1 -0.349
C -9.68932 4.13007 -2.71874 -0.1 -0.1 0.1 0.472
C -9.47507 2.96669 -2.00833 0.1 -0.1 0.0 -0.445
C -10.48427 2.50050 -1.17876 -0.1 0.1 0.0 -0.327
C -11.68298 3.19408 -1.07617 0.0 0.0 0.0 -0.613
C -11.87224 4.36093 -1.80176 0.0 -0.1 0.0 -0.435
C -10.86742 4.83751 -2.62918 -0.1 0.1 -0.2 -0.475
H -8.53439 2.44156 -2.10810 0.0 0.0 0.0 0.436
H -10.33372 1.59287 -0.60974 0.0 0.0 0.0 0.365
H -12.46730 2.82528 -0.42915 0.0 0.0 0.0 0.395
H -12.80470 4.90383 -1.72395 0.0 0.0 0.0 0.426
H -10.99354 5.74999 -3.19658 0.0 0.0 0.0 0.547
F 4.06111 -0.45853 -2.30861 0.0 0.2 -0.3 0.026
C 4.70681 -0.12395 -3.47080 0.1 0.1 -0.1 0.594
C 6.06466 0.10073 -3.42712 0.1 0.0 0.2 -0.461
C 6.71551 0.43432 -4.60560 -0.1 0.0 -0.1 -0.475
C 6.00141 0.54378 -5.79110 0.0 0.0 0.0 -0.600
C 4.63265 0.31504 -5.80334 0.1 0.0 0.0 -0.441
C 3.97244 -0.02769 -4.63184 -0.2 0.0 0.0 -0.588
H 6.60111 0.01730 -2.49117 0.0 0.0 0.0 0.325
H 7.78239 0.60868 -4.59516 0.0 0.0 0.0 0.426
H 6.51307 0.80707 -6.70627 0.0 0.0 0.0 0.388
H 4.07555 0.40244 -6.72580 0.0 0.0 0.0 0.377
H 2.90701 -0.21942 -4.62096 0.0 0.0 0.0 0.394
F 3.71164 -10.98991 5.25737 0.0 0.0 0.0 -0.321
C 4.80394 -11.12475 4.47697 0.1 0.0 -0.1 0.418
C 5.69572 -12.14374 4.74326 0.0 -0.1 0.1 -0.492
C 6.81493 -12.27649 3.93421 0.0 0.1 0.0 -0.254
C 7.03071 -11.39290 2.88496 0.0 0.0 0.0 -0.663
C 6.12064 -10.37474 2.63972 0.0 -0.1 0.0 -0.160
C 4.99338 -10.23759 3.43713 -0.1 0.1 0.0 -0.508
H 5.51210 -12.81674 5.56981 0.0 0.0 0.0 0.421
H 7.52117 -13.07293 4.12544 0.0 0.0 0.0 0.363
H 7.90755 -11.49814 2.26073 0.0 0.0 0.0 0.378
H 6.28765 -9.68120 1.82721 0.0 0.0 0.0 0.357
H 4.26742 -9.45484 3.25970 0.0 0.0 0.0 0.463
F -10.47191 6.41105 -0.10423 0.1 0.1 0.1 -0.303
C -11.08811 7.59195 -0.31058 -0.1 0.1 0.0 0.313
C -10.77577 8.31949 -1.44181 0.1 0.0 -0.1 -0.033
C -11.41663 9.53207 -1.65279 0.0 0.0 0.1 -0.486
C -12.34656 10.00032 -0.73513 0.0 0.0 0.0 -0.519
C -12.64058 9.25223 0.39664 0.0 0.0 -0.1 -0.361
C -12.01198 8.03474 0.61419 -0.1 -0.1 0.1 -0.577
H -10.04186 7.93925 -2.14016 0.0 0.0 0.0 0.439
H -11.18787 10.11211 -2.53659 0.0 0.0 0.0 0.365
H -12.84117 10.94739 -0.90204 0.0 0.0 0.0 0.379
H -13.36220 9.61714 1.11482 0.0 0.0 0.0 0.367
H -12.23143 7.43259 1.48560 0.0 0.0 0.0 0.432
```
Forces are in eV/Å.

***

4.
# C7H10O2

3 unconnected molecules or ions with the total composition C7H10O2 at a distorted geometry (ωB97M-V with the def2-TZVPD basis set, OMol25).

For the LUMO energy, the calculation gives -1.5 eV. For the HOMO energy, the calculation gives -9.0 eV.

Structure (XYZ):
```
19
Properties=species:S:1:pos:R:3:forces:R:3:mulliken_charge:R:1
C -2.60523 -0.64226 0.11079 -2.0 3.6 -0.8 -0.929
C -1.13857 -0.52576 -0.03970 2.0 -3.2 1.1 0.601
C -0.29669 -1.57892 -0.39827 0.3 5.4 1.5 -0.946
C 1.08896 -0.92872 -0.25555 3.9 -3.6 -2.9 0.265
C 1.05279 0.58651 -0.14935 -0.4 -1.8 0.8 0.129
C 1.83388 1.63956 -0.32120 2.5 3.0 1.4 -0.937
C -0.27115 0.71747 0.49929 -1.3 -0.1 1.6 0.120
H -3.02113 -0.13907 -0.99495 0.6 -1.4 3.4 0.233
H -2.83088 0.50397 1.14612 0.0 -3.8 -3.0 0.235
H -3.08204 -1.73840 0.26177 1.2 2.9 0.0 0.277
H -0.36818 -2.55531 -0.84083 -0.5 -0.1 0.2 0.425
H 1.67940 -1.40035 -1.16271 -0.9 1.7 1.4 0.447
H 3.08721 -2.39864 0.21864 -3.5 2.7 2.3 0.313
H 1.55551 2.61820 0.29379 0.0 -2.0 -1.6 0.189
H 2.94819 1.85672 -0.65654 -2.5 -1.5 0.2 0.257
H -0.23828 0.96990 1.65760 0.4 -2.5 -1.4 0.152
H -0.36431 2.57832 -0.56209 -2.2 -3.6 3.5 0.337
O 1.85826 -1.44788 0.92350 2.6 -2.2 -2.9 -0.588
O -0.88773 1.88465 0.26969 0.0 6.7 -4.8 -0.580
```
Forces are in eV/Å.

***

no.,gap between HOMO and LUMO (eV)
1,8.54
2,8.74
3,6.24
4,7.51